Molecular formula: C26H58IrP4S
Method: DFT, ωB97M-V with the def2-TZVPD basis set

Element x y z (Å)
Ir: 0.845 -0.930 0.019
P: 1.212 -0.923 2.146
P: 1.559 2.149 0.602
P: -0.698 -2.606 -0.037
H: 3.169 2.139 -1.799
C: 2.906 1.100 -1.977
C: 1.616 0.722 -2.177
H: 0.776 1.405 -2.144
C: 2.905 -1.562 2.255
C: 1.199 0.481 3.308
C: 0.179 -2.069 3.108
C: 1.406 3.519 -0.660
C: 1.244 3.400 1.974
C: 3.378 1.977 0.996
C: -1.265 -3.039 -1.734
C: -2.243 -2.650 0.868
C: 0.133 -4.175 0.448
H: 3.752 0.415 -1.950
H: 1.304 -0.177 -2.715
H: 3.079 -1.825 3.296
H: 3.628 -0.810 1.938
H: 3.031 -2.454 1.642
H: 1.264 0.059 4.319
H: 0.270 1.056 3.235
H: 2.066 1.130 3.154
H: 0.455 -1.921 4.154
H: 0.361 -3.103 2.831
H: -0.884 -1.849 3.000
H: 2.033 4.357 -0.335
H: 0.365 3.860 -0.690
H: 1.666 3.239 -1.689
H: 2.047 4.151 1.912
H: 1.243 2.959 2.976
H: 0.271 3.884 1.805
H: 3.870 2.935 0.785
H: 3.811 1.187 0.374
H: 3.539 1.725 2.055
H: -0.985 -4.080 -1.902
H: -0.796 -2.431 -2.501
H: -2.354 -2.925 -1.793
H: -2.440 -3.665 1.176
H: -3.034 -2.311 0.173
H: -2.242 -1.992 1.742
H: 0.676 -4.526 -0.422
H: -0.649 -4.923 0.714
H: 0.835 -4.110 1.262
C: 3.282 -2.410 -2.177
C: 4.159 -3.522 -2.092
C: 4.481 -4.233 -3.222
C: 3.984 -3.831 -4.460
C: 3.236 -2.689 -4.555
C: 2.895 -1.975 -3.431
S: 2.987 -1.459 -0.730
H: 0.595 -2.046 -1.088
H: 4.610 -3.720 -1.098
H: 5.145 -5.090 -3.128
H: 4.197 -4.460 -5.344
H: 2.939 -2.326 -5.540
H: 2.433 -0.995 -3.535
C: -2.712 0.266 2.796
C: -3.197 0.428 1.341
C: -4.568 1.096 1.321
P: -1.818 1.089 0.252
C: -2.246 0.750 -1.545
C: -3.730 0.528 -1.835
C: -1.661 1.807 -2.503
C: -2.008 2.932 0.511
C: -3.150 3.592 -0.250
C: -2.084 3.304 1.993
H: -3.043 1.107 3.418
H: -1.618 0.206 2.873
H: -3.134 -0.650 3.241
H: -3.361 -0.564 0.921
H: -4.546 2.119 1.699
H: -5.029 1.081 0.330
H: -5.227 0.516 1.978
H: -1.705 -0.198 -1.714
H: -4.305 1.451 -1.710
H: -3.826 0.218 -2.883
H: -4.177 -0.262 -1.224
H: -0.979 2.514 -2.010
H: -1.125 1.306 -3.316
H: -2.459 2.397 -2.968
H: -1.060 3.324 0.112
H: -4.110 3.112 -0.035
H: -3.220 4.637 0.084
H: -3.002 3.606 -1.333
H: -1.363 2.758 2.615
H: -1.902 4.385 2.097
H: -3.081 3.112 2.397

Atomic forces in eV per Å
-0.3 1.7 -3.8
0.4 -0.5 4.1
0.5 2.4 1.1
-0.5 -2.5 -0.1
0.0 -0.2 0.2
-0.4 -0.1 -0.3
-0.1 0.2 -0.8
0.4 0.3 0.1
0.0 -0.3 0.6
0.1 0.1 0.0
0.2 0.0 0.1
0.0 -0.6 -0.8
-0.7 -0.5 0.2
-0.2 -0.5 -0.5
-0.4 0.0 0.2
-0.7 1.4 0.2
-0.6 -0.2 -0.1
-0.2 0.3 -0.7
0.2 0.1 0.7
0.3 0.0 0.2
0.0 0.0 0.1
-0.1 0.0 0.2
0.0 0.1 -0.2
0.3 -0.1 0.0
-0.3 -0.2 0.1
-0.1 -0.2 0.0
0.0 0.0 0.2
0.3 0.0 0.2
-0.1 -0.2 0.0
0.4 0.0 0.1
-0.1 0.3 0.4
-0.2 -0.3 -0.1
0.0 0.3 -0.3
0.6 -0.1 0.1
-0.1 -0.2 0.0
0.3 0.2 0.2
-0.1 0.2 -0.5
-0.2 0.0 -0.1
0.0 0.1 -0.1
0.3 -0.2 -0.2
-0.1 -0.4 0.0
0.3 -0.3 0.5
-0.1 -0.4 -0.3
0.1 -0.2 -0.2
0.6 0.5 -0.3
0.1 0.1 0.2
-0.1 0.5 0.5
0.9 -0.8 1.0
0.5 -0.3 1.5
1.1 -2.6 -0.7
-1.6 2.4 -0.5
-0.4 1.0 -1.4
0.9 -1.1 0.1
0.7 0.2 -0.8
-0.3 -0.3 -0.8
-0.1 0.1 -0.1
-0.1 0.6 0.5
0.0 0.0 0.3
0.1 -0.7 -0.3
0.1 -0.1 0.2
0.5 -1.1 0.2
-0.3 0.5 -0.4
-3.0 2.0 -0.1
0.9 -0.3 0.1
-0.4 -0.2 0.1
0.3 0.0 -0.1
1.3 0.0 0.1
-0.6 -0.1 -0.5
0.0 0.0 0.3
0.1 -0.3 -0.2
-0.3 0.0 0.1
0.1 0.3 -0.1
0.0 0.1 0.1
-0.2 -0.3 -0.1
0.1 0.1 0.3
0.2 0.0 0.0
-0.2 0.0 -0.2
0.1 -0.2 0.0
0.1 0.1 0.2
0.0 0.1 -0.1
-0.1 -0.1 -0.2
-0.1 0.2 0.1
0.2 -0.1 0.1
-0.5 0.1 0.2
0.2 0.3 -0.1
0.1 -0.3 -0.1
-0.1 0.0 0.3
-0.2 0.2 -0.1
0.0 -0.4 0.0
0.2 0.1 0.0

Calculated values
HOMO level (alpha / beta)   -19.355 / -20.378 eV
Total charge   +4
Energy   -2891.628140 hartree
Spin multiplicity   6
Frontier orbital gap (alpha / beta)   0.287 / 0.173 Ha

Mulliken population analysis, charges in e, atoms 1 to 4: number 1, Ir, carries 0.962; number 2, P, carries 1.284; number 3, P, carries 1.123; number 4, P, carries 1.701